# 1
C4H7N3 | ωB97M-V with the def2-TZVPD basis set

Last columns: bonded neighbours and bond lengths (Å).
Geometry (Å):
1 N 0.6245 -1.8084 -1.6461  C2 1.412, H8 1.013, H9 1.015
2 C 0.3652 -0.8257 -0.6661  N1 1.412, C3 1.375, N7 1.362
3 C -0.0365 0.4861 -0.7584  C2 1.375, C4 1.428, H10 1.083
4 C -0.2937 0.9431 0.5701  C3 1.428, N5 1.412, C6 1.373
5 N -0.7048 2.2513 0.9054  C4 1.412, H11 1.013, H12 1.014
6 C -0.0097 -0.0930 1.4244  C4 1.373, N7 1.386, H13 1.081
7 N 0.4078 -1.1657 0.6521  C2 1.362, C6 1.386, H14 1.006
8 H 0.1709 -1.5556 -2.5157  N1 1.013
9 H 1.6154 -1.9237 -1.8318  N1 1.015
10 H -0.1044 1.0720 -1.6667  C3 1.083
11 H -1.1313 2.2831 1.8240  N5 1.013
12 H -1.3786 2.6002 0.2334  N5 1.014
13 H -0.0358 -0.1496 2.5034  C6 1.081
14 H 0.5110 -2.1141 0.9720  N7 1.006

## Properties
E: -320.88240 Eh
SMILES: Nc1c[nH]c(N)c1
HOMO: -7.283 eV

=====

# 2
C4H7N3 | ωB97M-V with the def2-TZVPD basis set

Last columns: bonded neighbours and bond lengths (Å).
Geometry (Å):
1 C -1.3967 -0.4263 2.0322  N2 1.446, H8 1.091, H9 1.092, H10 1.094
2 N -0.5048 -0.0332 0.9636  C1 1.446, C3 1.356, N7 1.332
3 C 0.0167 -0.7301 -0.0767  N2 1.356, C4 1.378, H11 1.082
4 C 0.6906 0.2176 -0.8168  C3 1.378, C5 1.501, N6 1.366
5 C 1.3549 0.2554 -2.1622  C4 1.501, H12 1.090, H13 1.098, H14 1.095
6 N 0.5502 1.4120 -0.1695  C4 1.366, N7 1.290
7 N -0.1655 1.2533 0.8922  N2 1.332, N6 1.290
8 H -1.6729 0.5084 2.5224  C1 1.091
9 H -0.8877 -1.0822 2.7415  C1 1.092
10 H -2.2948 -0.9095 1.6369  C1 1.094
11 H -0.1291 -1.7988 -0.1619  C3 1.082
12 H 1.3233 1.3128 -2.4258  C5 1.090
13 H 2.4053 -0.0624 -2.1954  C5 1.098
14 H 0.8022 -0.2972 -2.9295  C5 1.095

## Properties
E: -320.85211 Eh
SMILES: Cc1cn(C)nn1
HOMO: -9.361 eV

=====

# 3
C4H7N3 | ωB97M-V with the def2-TZVPD basis set

Last columns: bonded neighbours and bond lengths (Å).
Geometry (Å):
1 C 1.9699 0.1995 -0.2324  N2 1.445, H8 1.091, H9 1.093, H10 1.097
2 N 0.7530 -0.2729 0.3865  C1 1.445, C3 1.384, N7 1.346
3 C -0.4155 0.4059 0.6869  N2 1.384, C4 1.423, C5 1.764, H11 1.084
4 C -1.3801 -0.5364 1.1402  C3 1.423, C5 1.889, N6 1.445
5 C -1.6685 0.2623 -0.5468  C3 1.764, C4 1.889, H12 1.089, H13 1.087, H14 1.097
6 N -0.6873 -1.7804 0.8927  C4 1.445, N7 1.271
7 N 0.5087 -1.5910 0.5066  N2 1.346, N6 1.271
8 H 2.6932 -0.6166 -0.2011  C1 1.091
9 H 2.3645 1.0561 0.3206  C1 1.093
10 H 1.8037 0.4894 -1.2773  C1 1.097
11 H -0.3752 1.4702 0.8899  C3 1.084
12 H -2.1905 -0.6548 -0.8144  C5 1.089
13 H -2.3840 1.0622 -0.3757  C5 1.087
14 H -0.9921 0.5066 -1.3756  C5 1.097

## Properties
E: -320.70180 Eh
HOMO: -8.540 eV

=====

Let's list ΔE to the lowest compared entry with this formula, charge and spin in order: 0.6 19.6 113.9 kcal per mole.